# C5H10O3

2 unconnected molecules or ions with the total composition C5H10O3 (ωB97M-V with the def2-TZVPD basis set, the OMol25 dataset).

* SMILES string: C=CCCC(=O)O.O
* maximum force: 1.69 eV/A
* calculated total energy: -422.2117 Eh
* energy relative to the best compared isomer or geometry (same formula, charge and spin): 1.220 eV
* orbital gap: 10.60 eV
* highest occupied orbital energy: -9.9246 eV

Atoms and positions in Å:
1 C 0.91 -1.27 -1.15
2 C 0.23 -0.27 -0.64
3 C 0.95 0.87 0.07
4 C 1.47 0.53 1.45
5 C 0.53 -0.36 2.25
6 O 0.58 -1.56 2.30
7 O -0.41 0.37 2.91
8 H 1.99 -1.30 -1.15
9 H 0.43 -2.06 -1.72
10 H -0.85 -0.17 -0.61
11 H 0.38 1.81 0.06
12 H 1.76 1.25 -0.57
13 H 1.73 1.35 2.12
14 H 2.41 -0.05 1.41
15 H -1.20 -0.17 3.04
16 O -3.19 1.15 -5.58
17 H -3.63 2.00 -5.48
18 H -2.27 1.31 -5.31